Record 1
C40H50N10 | ωB97M-V with the def2-TZVPD basis set

For the largest force on an atom, the calculation gives 1.17 eV/Å. The value obtained for the gap between HOMO and LUMO is 0.30131 hartree. The energy relative to the best compared isomer or geometry (same formula, charge and spin) comes out at 1.1 kJ/mol. Its net charge is 0. The value obtained for the LUMO energy is 0.65 eV. Its structure (SMILES) is c1cc[nH]c1.c1cc[nH]c1.c1cc[nH]c1.c1cc[nH]c1.c1cc[nH]c1.c1cc[nH]c1.c1cc[nH]c1.c1cc[nH]c1.c1cc[nH]c1.c1cc[nH]c1.

CARTESIAN COORDINATES (ANGSTROEM)
N (21.42268, 10.77815, 11.53439)
C (20.26614, 11.50348, 11.59088)
C (19.33449, 10.84547, 10.83856)
C (19.95212, 9.67383, 10.31329)
C (21.24337, 9.66461, 10.75865)
H (22.26656, 10.98438, 12.03898)
H (20.18628, 12.41876, 12.15120)
H (18.30096, 11.10630, 10.67316)
H (19.45528, 8.97070, 9.66473)
H (22.00034, 8.90075, 10.70248)
N (13.79424, 8.77048, 0.62321)
C (14.79880, 7.83298, 0.65643)
C (14.94374, 7.43243, 1.96197)
C (14.01320, 8.17155, 2.73850)
C (13.30223, 8.97321, 1.88136)
H (13.59284, 9.30915, -0.20088)
H (15.20541, 7.44105, -0.26028)
H (15.66390, 6.71488, 2.32227)
H (13.90975, 8.15027, 3.81040)
H (12.57073, 9.73178, 2.10185)
N (18.80348, 6.68245, 7.67042)
C (19.80833, 6.17031, 6.88320)
C (20.34733, 5.10542, 7.54734)
C (19.66828, 4.98168, 8.79594)
C (18.72915, 5.97948, 8.83625)
H (18.32127, 7.54901, 7.49127)
H (19.96192, 6.63128, 5.92267)
H (21.17244, 4.51356, 7.18383)
H (19.81670, 4.20395, 9.52596)
H (18.00029, 6.25530, 9.58476)
N (17.31165, 6.80635, 12.64406)
C (16.23605, 6.17653, 12.08329)
C (15.56576, 7.09804, 11.32270)
C (16.31764, 8.30617, 11.36582)
C (17.38721, 8.10133, 12.19553)
H (17.97869, 6.36705, 13.25275)
H (16.02355, 5.14624, 12.31002)
H (14.67451, 6.94527, 10.73676)
H (16.16914, 9.19255, 10.77117)
H (18.25108, 8.70488, 12.41401)
N (17.20023, 10.01404, 6.78916)
C (16.42728, 9.41281, 5.85307)
C (15.77560, 8.35182, 6.43928)
C (16.20163, 8.31953, 7.79013)
C (17.00321, 9.41252, 8.00393)
H (17.82512, 10.78236, 6.59446)
H (16.44315, 9.77284, 4.83576)
H (14.97349, 7.76961, 6.01279)
H (15.90270, 7.67507, 8.60320)
H (17.48219, 9.78032, 8.89356)
N (11.82449, 11.13353, 5.56131)
C (12.64115, 10.03208, 5.55405)
C (11.85494, 8.92216, 5.67943)
C (10.50667, 9.37107, 5.79322)
C (10.52483, 10.73918, 5.72678)
H (12.17491, 12.07081, 5.47910)
H (13.71114, 10.10999, 5.44886)
H (12.18657, 7.89470, 5.69185)
H (9.63569, 8.74134, 5.86384)
H (9.71920, 11.45060, 5.78408)
N (11.97363, 5.33801, 6.84617)
C (13.31290, 5.43143, 6.55566)
C (13.45128, 5.34909, 5.19635)
C (12.15229, 5.15426, 4.64687)
C (11.26554, 5.16749, 5.69042)
H (11.58986, 5.43294, 7.76916)
H (14.03966, 5.60295, 7.33169)
H (14.38444, 5.42319, 4.66241)
H (11.92471, 5.05031, 3.59949)
H (10.19632, 5.04592, 5.70779)
N (18.06240, 7.63812, 3.48203)
C (19.24200, 8.17505, 3.06802)
C (20.17406, 7.16946, 2.99119)
C (19.50834, 5.97052, 3.37216)
C (18.20810, 6.28371, 3.65596)
H (17.17495, 8.11046, 3.50125)
H (19.32025, 9.21476, 2.79215)
H (21.19279, 7.22478, 2.64805)
H (19.91939, 4.97464, 3.41253)
H (17.39849, 5.69032, 4.04566)
N (16.68535, 10.47933, 1.61339)
C (16.03673, 11.25144, 2.54084)
C (16.79381, 12.37462, 2.74925)
C (17.94692, 12.26436, 1.93442)
C (17.84792, 11.08285, 1.24002)
H (16.33066, 9.59338, 1.28310)
H (15.05486, 10.97563, 2.88580)
H (16.59201, 13.17851, 3.43562)
H (18.77380, 12.94626, 1.81630)
H (18.49916, 10.64625, 0.50237)
N (20.09889, 11.69997, 6.49161)
C (19.35892, 12.17357, 5.44383)
C (18.34523, 12.93822, 5.94993)
C (18.48957, 12.92875, 7.37635)
C (19.59345, 12.18081, 7.67410)
H (20.96587, 11.20021, 6.39673)
H (19.63550, 11.92314, 4.43260)
H (17.56201, 13.38556, 5.36626)
H (17.77703, 13.37575, 8.04974)
H (20.12577, 11.93542, 8.57636)

Forces on the atoms, in the same order (eV/Å):
0.3 0.0 0.1
-0.2 0.1 0.0
-0.2 -0.4 -0.2
-0.3 0.3 -0.1
-0.1 -0.3 0.2
-0.1 0.1 0.0
0.1 0.0 0.0
0.1 0.3 0.1
0.2 -0.2 0.1
0.1 0.1 -0.2
0.2 -0.2 -0.3
-0.4 -0.1 0.0
0.2 0.1 0.0
0.0 0.0 0.1
0.4 0.3 0.2
-0.3 0.0 0.1
0.2 0.1 0.0
-0.1 -0.1 -0.1
-0.2 -0.1 0.0
-0.1 -0.1 -0.1
0.7 -0.1 -0.1
-0.7 0.5 0.3
0.3 -0.1 0.0
0.0 -0.1 -0.3
-0.3 0.1 0.2
-0.2 -0.2 0.0
0.3 -0.2 -0.1
-0.1 -0.1 0.0
0.0 0.1 0.1
0.0 -0.1 0.0
0.2 0.0 -0.1
-0.3 0.1 0.3
0.2 0.1 -0.4
0.2 0.1 0.0
0.1 -0.5 0.0
0.0 0.0 -0.1
-0.1 0.0 0.0
0.0 -0.1 0.1
-0.3 0.1 0.1
-0.1 0.1 0.1
-0.1 0.2 0.3
0.0 -0.3 -0.3
-0.1 0.1 0.0
-0.7 0.5 0.8
0.6 -0.2 -0.5
-0.2 0.1 0.1
-0.1 0.1 0.0
0.2 -0.2 -0.1
-0.2 -0.2 -0.2
0.1 0.0 0.0
0.4 -0.1 0.1
0.0 0.0 -0.2
-0.2 -0.1 0.1
0.2 -0.1 -0.1
-0.1 0.0 -0.1
-0.2 0.0 0.1
0.0 0.1 0.1
0.0 0.0 0.0
-0.1 0.1 0.1
0.0 0.0 0.0
0.4 0.0 0.1
-0.2 0.3 0.1
0.0 -0.1 0.1
0.2 0.2 0.0
-0.1 -0.1 -0.1
-0.1 -0.1 -0.1
0.0 0.0 0.0
0.0 -0.1 0.0
-0.1 0.0 0.0
0.0 0.0 0.0
-0.1 -0.4 -0.1
0.3 0.3 -0.3
-0.3 -0.4 0.0
0.0 -0.2 -0.2
0.0 0.4 0.1
0.1 0.1 0.2
-0.1 0.0 0.1
0.0 0.2 0.1
0.1 0.1 0.1
0.0 -0.1 -0.1
-0.3 -0.2 0.1
-0.1 0.1 -0.3
0.2 0.1 0.2
0.3 -0.2 -0.4
0.0 0.1 0.0
0.1 0.0 0.0
0.1 -0.1 0.2
-0.2 0.0 -0.1
-0.1 0.1 0.2
0.0 -0.1 0.0
0.1 0.4 0.0
0.3 -0.2 -0.3
0.1 -0.3 0.3
-0.4 0.2 -0.4
0.5 -0.3 -0.2
-0.1 -0.1 0.1
-0.2 0.0 0.0
0.0 0.1 0.1
0.2 0.1 0.2
-0.3 0.1 0.2

Record 2
C17H22BrMnN4 | ωB97M-V with the def2-TZVPD basis set

Its multiplicity is 4. The expectation value of S² is 4.085. For the largest force on an atom, the calculation gives 1.36 eV/Å. The value obtained for the gap between HOMO and LUMO (alpha / beta) is 0.21020 / 0.24457 hartree. Its net charge is +3. The value obtained for the LUMO energy (alpha / beta) is -11.89 / -11.07 eV.

CARTESIAN COORDINATES (ANGSTROEM)
Mn (-0.02060, 0.10621, 0.97716)
C (-1.37805, 2.36917, 0.14184)
C (-2.44800, 1.25269, 0.45224)
N (-1.83745, -0.10296, 0.18246)
C (-2.38220, -1.39731, 0.74916)
C (-1.22341, -2.38431, 0.67974)
C (-1.25099, -3.75109, 0.50674)
C (-0.03187, -4.43032, 0.43667)
C (1.19255, -3.75925, 0.50269)
C (1.17498, -2.39230, 0.67367)
C (2.34452, -1.41649, 0.73733)
N (1.80645, -0.11928, 0.18005)
C (2.40768, 1.23789, 0.44979)
C (1.26924, 2.33665, 0.39219)
N (-0.01995, 1.74125, -0.14480)
N (-0.02169, -1.78988, 0.77517)
H (-1.26269, 3.04087, 0.98972)
H (-1.67060, 2.97408, -0.71256)
H (-3.34345, 1.39850, -0.14824)
H (-2.74458, 1.27242, 1.49931)
H (-1.75271, -0.22991, -0.82462)
H (-3.25000, -1.73949, 0.18743)
H (-2.68648, -1.22103, 1.78158)
H (-2.18958, -4.28186, 0.41168)
H (-0.03494, -5.50433, 0.29433)
H (2.12797, -4.29507, 0.40268)
H (3.19838, -1.76752, 0.16024)
H (2.66852, -1.24616, 1.76448)
H (1.72190, -0.24299, -0.82689)
H (3.20031, 1.47075, -0.25670)
H (2.84122, 1.22036, 1.44740)
H (1.58640, 3.19865, -0.19110)
H (1.04765, 2.69659, 1.39594)
H (0.06933, 1.60055, -1.14731)
Br (0.04792, 0.39394, 7.39686)
C (0.00707, 0.12542, 5.57965)
C (-0.36046, 1.17531, 4.74107)
C (-0.40857, 0.96211, 3.36566)
C (-0.03056, -0.28301, 2.89587)
C (0.29629, -1.36571, 3.69120)
C (0.33098, -1.13441, 5.05739)
H (-0.62687, 2.14244, 5.14647)
H (-0.72830, 1.79040, 2.73091)
H (0.53615, -2.34645, 3.30349)
H (0.60620, -1.93892, 5.72764)

Forces on the atoms, in the same order (eV/Å):
0.0 -0.9 -1.0
0.3 -0.2 -0.1
0.1 -0.2 -0.1
-0.2 0.2 0.6
0.0 0.1 -0.2
0.0 0.0 0.0
-0.1 -0.1 0.0
0.0 0.0 0.0
0.0 -0.1 0.0
0.0 0.0 0.0
0.0 0.1 -0.2
0.1 0.2 0.5
-0.2 0.0 0.0
-0.1 -0.1 0.0
0.0 0.4 0.6
0.0 0.5 0.1
-0.1 0.0 0.0
-0.1 0.0 0.0
0.0 0.0 0.0
0.0 0.0 0.0
0.0 0.0 -0.1
0.0 0.0 0.0
0.0 0.0 0.0
0.0 0.0 0.0
0.0 0.0 0.0
0.0 0.0 0.0
0.0 0.0 0.0
0.0 0.0 0.0
0.0 0.0 -0.1
0.0 -0.1 -0.1
0.0 0.0 0.0
0.0 0.0 -0.1
0.0 0.0 0.0
0.0 -0.1 0.0
0.0 0.1 0.5
0.0 -0.1 -0.3
0.0 0.1 -0.1
0.1 0.1 0.1
-0.1 0.0 -0.3
0.0 0.1 0.2
0.0 -0.1 -0.1
0.0 0.0 0.0
0.0 0.0 0.0
0.0 0.0 0.0
0.0 0.0 0.0

no.,energy (eV)
1,-57190.2328
2,-125279.6875